Formula: C16H12N3O13V
Source: the Open Molecules 2025 dataset
Level of theory: the ωB97M-V functional and the def2-TZVPD basis

Atoms and positions in Å:
V -0.39873 0.82944 -0.04259
O -0.19210 -3.11996 -1.31965
C -0.51607 -1.93498 -0.89718
O 0.12261 -0.91699 -1.15248
C -1.74181 -1.87520 -0.02252
O -2.17421 -0.51840 0.04028
C -3.17272 -0.13876 -0.93527
C -2.58305 0.88379 -1.89840
O -3.11505 1.20956 -2.90934
O -1.42593 1.36824 -1.43590
H 0.64212 -3.09473 -1.82069
H -1.43830 -2.19168 0.97724
H -2.52949 -2.53101 -0.38823
H -4.00278 0.32017 -0.39954
H -3.53647 -1.00604 -1.48199
O 1.06105 -2.05574 1.93236
C 1.08545 -0.89071 1.63768
O -0.02613 -0.16028 1.49087
C 2.34871 -0.11302 1.45104
C 3.50683 -0.51986 2.09683
C 4.65024 0.23962 1.96064
C 4.68403 1.39872 1.20733
C 3.52419 1.79353 0.57746
C 2.35685 1.03494 0.65438
O 1.28498 1.36982 -0.08231
N 3.52528 3.06876 -0.15413
O 4.49004 3.32132 -0.82989
O 2.55667 3.78886 0.01208
N 5.88227 -0.18790 2.65591
O 5.82234 -1.21436 3.29452
O 6.85547 0.52085 2.53196
H 3.50915 -1.41944 2.69652
H 5.59209 1.97854 1.11814
O -1.16515 2.25069 0.99542
N -0.72347 2.44261 2.25517
C -1.38085 1.86777 3.27046
C -0.96133 2.09363 4.56157
C 0.13799 2.90995 4.78711
C 0.79321 3.48586 3.70822
C 0.34034 3.23990 2.43050
H -2.21855 1.24798 2.99143
H -1.49783 1.62959 5.37582
H 0.47830 3.09749 5.79602
H 1.64859 4.13154 3.84252
H 0.78952 3.63837 1.53035

As for the expectation value of S²: 0.758. As for the multiplicity: 2. The calculation puts the HOMO energy (alpha / beta) at -13.1 / -13.2 eV. As for the total charge: +1. The energy is -2702.983424 Ha. As for the strongest force on any atom: 0.21 eV/A. The relative energy (zero: lowest compared OMol25 entry of this formula, charge and spin) comes out at 1.0 kJ/mol.